(1)
Below is a molecular structure, C47H47BeNP2, with properties calculated with ωB97M-V with the def2-TZVPD basis set.

Summary:
* E_HOMO (spin up / spin down): -5.395 / -5.700 eV
* frontier orbital gap (spin up / spin down): 5.7 / 5.9 eV
* E_tot: -2571.059621 Eh
* LUMO energy (spin up / spin down): 0.257 / 0.181 eV

Each line ends with the Löwdin charge.
Element x y z (Å)
1 Be 0.614 1.210 0.359  0.17
2 C 3.656 0.159 -1.101  -0.14
3 C 2.644 0.179 -2.167  -0.38
4 C 2.725 -0.986 -3.193  -0.16
5 C 2.655 -2.365 -2.517  -0.18
6 C 1.850 -2.386 -1.238  -0.14
7 C 2.165 -1.881 -0.022  -0.14
8 C 3.599 -1.853 0.400  -0.16
9 C 4.411 -0.978 -0.601  -0.18
10 C -1.605 -0.854 1.294  -0.18
11 H 4.226 1.116 -1.033  0.11
12 H 2.789 1.135 -2.698  0.12
13 H 3.628 -0.924 -3.817  0.12
14 H 1.867 -0.878 -3.879  0.09
15 H 2.135 -3.040 -3.219  0.11
16 H 3.654 -2.823 -2.413  0.11
17 H 1.098 -3.188 -1.302  0.09
18 H 1.437 -1.888 0.796  0.07
19 H 4.028 -2.872 0.403  0.12
20 H 3.702 -1.445 1.410  0.09
21 H 5.310 -0.599 -0.088  0.12
22 H 4.809 -1.584 -1.446  0.11
23 H -0.632 -0.567 1.728  0.03
24 H -2.346 -0.954 2.102  0.08
25 H -1.859 -0.026 0.626  0.02
26 P 0.881 0.464 -1.626  1.04
27 P -1.401 -2.371 0.349  0.99
28 C -0.301 -0.784 -1.968  -0.39
29 C -0.843 -1.867 -1.304  -0.35
30 C 0.410 1.976 -2.515  -0.32
31 C -0.008 1.741 -3.825  -0.10
32 C -0.457 2.786 -4.618  -0.08
33 C -0.416 4.100 -4.133  -0.08
34 C 0.025 4.362 -2.821  -0.06
35 C 0.392 3.285 -1.991  -0.09
36 C 2.260 1.334 0.263  -0.35
37 C 2.285 0.607 1.473  -0.18
38 C 3.345 0.949 2.330  -0.08
39 C 4.094 2.094 2.026  -0.07
40 C 3.847 2.921 0.927  -0.06
41 C 2.862 2.554 0.009  -0.11
42 C -2.967 -3.178 0.050  -0.30
43 C -3.740 -2.683 -1.025  -0.07
44 C -4.896 -3.367 -1.415  -0.07
45 C -5.308 -4.493 -0.694  -0.08
46 C -4.580 -4.937 0.414  -0.08
47 C -3.419 -4.270 0.806  -0.07
48 C -0.422 -3.382 1.519  -0.33
49 C -0.212 -2.992 2.858  -0.08
50 C 0.533 -3.791 3.723  -0.07
51 C 1.055 -5.006 3.266  -0.07
52 C 0.849 -5.406 1.942  -0.07
53 C 0.112 -4.599 1.073  -0.09
54 H -0.435 -0.775 -3.072  0.05
55 H -1.127 -2.662 -2.030  0.08
56 H 0.013 0.718 -4.209  0.09
57 H -0.861 2.544 -5.605  0.10
58 H -0.757 4.921 -4.761  0.10
59 H 0.050 5.385 -2.417  0.11
60 H 0.657 3.501 -0.950  0.09
61 H 1.544 -0.165 1.750  0.11
62 H 3.537 0.321 3.194  0.11
63 H 4.933 2.335 2.666  0.10
64 H 4.432 3.825 0.715  0.11
65 H 2.626 3.074 -0.918  0.10
66 H -3.421 -1.775 -1.568  0.11
67 H -5.473 -3.019 -2.277  0.11
68 H -6.215 -5.027 -0.993  0.11
69 H -4.908 -5.806 0.981  0.10
70 H -2.845 -4.569 1.688  0.11
71 H -0.641 -2.071 3.255  0.10
72 H 0.722 -3.492 4.755  0.11
73 H 1.629 -5.661 3.925  0.11
74 H 1.258 -6.342 1.566  0.11
75 H -0.076 -4.904 0.043  0.11
76 C -0.771 3.719 4.788  -0.12
77 C 0.324 3.036 4.239  -0.10
78 C 0.228 2.460 2.976  -0.05
79 C -0.930 2.564 2.164  -0.25
80 C -2.074 3.135 2.808  -0.06
81 C -1.978 3.730 4.071  -0.10
82 N -0.864 2.157 0.811  0.01
83 C -1.923 2.608 -0.028  -0.28
84 C -2.514 1.768 -1.003  -0.04
85 C -3.556 2.226 -1.823  -0.09
86 C -4.031 3.535 -1.727  -0.12
87 C -3.493 4.368 -0.747  -0.09
88 C -2.481 3.907 0.105  -0.05
89 H -0.668 4.224 5.759  0.09
90 H 1.276 2.958 4.786  0.10
91 H 1.107 1.939 2.592  0.06
92 H -3.042 3.166 2.310  0.10
93 H -2.839 4.229 4.515  0.10
94 H -2.121 0.758 -1.115  0.07
95 H -3.992 1.542 -2.543  0.09
96 H -4.826 3.904 -2.408  0.10
97 H -3.876 5.385 -0.648  0.10
98 H -2.139 4.570 0.907  0.11

=====

(2)
Below is a single C6H12 molecule, with properties calculated with ωB97M-V with the def2-TZVPD basis set.

Summary:
* E_HOMO: -8.572 eV
* structure (SMILES): CC(C)=C(C)C
* frontier orbital gap: 9.6 eV
* E_tot: -235.724720 Eh
* LUMO energy: 1.005 eV

Each line ends with the Löwdin charge.
Element x y z (Å)
1 C 1.385 1.360 0.003  -0.10
2 C 0.667 0.030 0.000  -0.41
3 C 1.515 -1.209 -0.015  -0.09
4 C -0.659 -0.032 -0.058  -0.35
5 C -1.545 1.242 0.002  -0.09
6 C -1.359 -1.363 0.015  -0.09
7 H 1.665 1.738 1.179  0.14
8 H 2.455 1.247 -0.601  0.11
9 H 0.644 2.122 -0.596  0.08
10 H 2.581 -0.946 -0.327  0.08
11 H 1.050 -2.026 -0.703  0.10
12 H 1.627 -1.691 1.002  0.09
13 H -1.039 2.135 -0.606  0.07
14 H -2.600 1.013 -0.543  0.10
15 H -1.731 1.602 1.165  0.13
16 H -2.435 -1.260 0.103  0.06
17 H -1.153 -1.961 -0.891  0.08
18 H -1.067 -2.001 0.871  0.09

=====

(3)
Below is a single C4H8N2O molecule, with properties calculated with ωB97M-V with the def2-TZVPD basis set.

Summary:
* E_HOMO: -8.564 eV
* frontier orbital gap: 9.1 eV
* E_tot: -341.841079 Eh
* LUMO energy: 0.546 eV

Each line ends with the Löwdin charge.
Element x y z (Å)
1 C 1.860 -0.213 0.565  -0.13
2 C 1.566 -1.352 -0.375  -0.05
3 O 0.271 -1.663 -0.457  -0.06
4 C -0.776 -0.783 -0.132  -0.42
5 N -1.760 -1.095 0.586  0.19
6 C -0.698 0.525 -0.886  -0.22
7 N -0.880 1.643 0.028  0.01
8 H 1.044 0.274 1.114  0.06
9 H 2.484 0.546 0.075  0.09
10 H 2.541 -0.709 1.271  0.08
11 H 0.284 0.589 -1.366  0.11
12 H -1.669 -2.034 0.978  0.08
13 H -1.443 0.465 -1.696  0.13
14 H -1.286 2.435 -0.458  0.07
15 H -1.537 1.370 0.753  0.06

=====

(4)
Below is a molecular structure, C39H32ClFeN2O2S, with properties calculated with ωB97M-V with the def2-TZVPD basis set.

Summary:
* E_HOMO (spin up / spin down): -6.989 / -7.545 eV
* ⟨S²⟩: 8.7658
* 2S+1: 6
* frontier orbital gap (spin up / spin down): 6.5 / 7.0 eV
* E_tot: -3887.380585 Eh
* LUMO energy (spin up / spin down): -0.490 / -0.574 eV

Each line ends with the Löwdin spin population.
Element x y z (Å)
1 Fe 0.309 1.505 -0.811  4.17
2 Cl 7.018 3.384 0.916  0.00
3 C 5.384 3.270 0.321  0.01
4 C 4.501 4.341 0.519  0.00
5 C 3.213 4.270 0.060  0.01
6 C 2.717 3.114 -0.594  0.01
7 O 1.493 3.087 -1.010  0.13
8 C 3.632 2.041 -0.782  0.01
9 C 3.257 0.859 -1.501  0.00
10 N 2.043 0.517 -1.741  0.05
11 C 1.747 -0.586 -2.553  0.00
12 C 2.480 -1.736 -2.659  0.00
13 C 2.066 -2.773 -3.524  0.00
14 C 0.931 -2.654 -4.270  0.00
15 C 0.134 -1.487 -4.160  0.00
16 C -1.069 -1.292 -4.876  0.00
17 C -1.786 -0.150 -4.685  0.00
18 C -1.319 0.799 -3.749  0.00
19 N -0.213 0.655 -3.069  0.04
20 C 0.533 -0.462 -3.282  0.00
21 C 4.963 2.150 -0.338  0.00
22 H 4.850 5.224 1.038  0.00
23 H 2.524 5.091 0.207  0.00
24 H 4.076 0.247 -1.891  0.00
25 H 3.377 -1.864 -2.066  0.00
26 H 2.667 -3.671 -3.592  0.00
27 H 0.619 -3.444 -4.941  0.00
28 H -1.404 -2.056 -5.568  0.00
29 H -2.708 0.037 -5.217  0.00
30 H -1.896 1.695 -3.555  0.00
31 H 5.652 1.330 -0.507  0.00
32 C 0.910 1.280 1.159  0.08
33 C 1.457 1.367 2.244  0.05
34 C 2.108 1.455 3.519  0.00
35 C 3.454 1.827 3.592  0.00
36 C 4.089 1.917 4.820  0.00
37 C 3.395 1.638 5.990  0.00
38 C 2.058 1.270 5.925  0.00
39 C 1.416 1.179 4.700  0.00
40 H 3.988 2.048 2.676  0.00
41 H 5.131 2.207 4.862  0.00
42 H 3.893 1.710 6.948  0.00
43 H 1.510 1.056 6.835  0.00
44 H 0.372 0.899 4.643  0.00
45 C -1.426 2.694 -0.835  0.19
46 C -2.387 2.072 0.093  0.02
47 C -2.308 2.275 1.477  0.03
48 C -3.176 1.636 2.347  0.00
49 C -4.152 0.771 1.867  0.03
50 C -4.250 0.560 0.497  0.00
51 C -3.378 1.196 -0.373  0.03
52 H -1.021 3.644 -0.490  0.01
53 H -1.829 2.800 -1.841  0.01
54 H -1.537 2.929 1.866  0.00
55 H -3.089 1.815 3.412  0.00
56 H -4.834 0.279 2.549  0.00
57 H -5.007 -0.108 0.102  0.00
58 H -3.460 1.014 -1.440  0.00
59 C -4.985 -5.365 -0.826  0.00
60 C -3.999 -4.291 -0.455  0.00
61 C -3.177 -3.711 -1.415  0.00
62 C -2.284 -2.702 -1.083  0.00
63 C -2.217 -2.270 0.229  0.00
64 C -3.037 -2.819 1.204  0.00
65 C -3.914 -3.832 0.859  0.00
66 S -1.094 -0.964 0.687  0.01
67 C 0.252 -1.997 1.265  0.00
68 O -0.600 -0.451 -0.658  0.07
69 H -4.714 -5.840 -1.768  0.00
70 H -5.987 -4.946 -0.940  0.00
71 H -5.037 -6.135 -0.057  0.00
72 H -3.234 -4.055 -2.442  0.00
73 H -1.648 -2.243 -1.830  0.00
74 H -3.000 -2.446 2.221  0.00
75 H -4.553 -4.267 1.618  0.00
76 H 0.549 -2.657 0.451  0.00
77 H -0.091 -2.567 2.128  0.00
78 H 1.052 -1.314 1.547  0.00

=====

(5)
Below is a molecular structure, F2O3S3, with properties calculated with ωB97M-V with the def2-TZVPD basis set.

Summary:
* E_HOMO: -10.039 eV
* frontier orbital gap: 9.0 eV
* E_tot: -1619.869678 Eh
* LUMO energy: -1.031 eV

Each line ends with the Löwdin charge.
Element x y z (Å)
1 O -2.634 -0.263 0.650  -0.33
2 O -0.231 0.167 0.827  -0.58
3 O 1.313 1.180 -0.560  -0.77
4 F -1.185 0.168 -1.418  -0.42
5 F 0.911 -1.900 0.370  -0.41
6 S -1.670 0.671 0.275  1.01
7 S 0.857 -0.390 -0.360  0.77
8 S 2.640 0.367 0.216  0.73

=====

(6)
Below is a molecular structure, C6H7N4O2S2, with properties calculated with ωB97M-V with the def2-TZVPD basis set.

Summary:
* E_HOMO (spin up / spin down): -12.162 / -12.163 eV
* net charge: +1
* frontier orbital gap (spin up / spin down): 7.5 / 7.5 eV
* E_tot: -1398.331953 Eh
* LUMO energy (spin up / spin down): -4.616 / -4.616 eV

Each line ends with the Löwdin charge.
Element x y z (Å)
1 C 3.219 -1.375 -2.046  -0.51
2 C -3.365 1.081 2.173  -0.44
3 C 1.368 -0.617 -0.973  -0.40
4 C -1.390 0.908 1.001  -0.54
5 C 2.431 -0.796 -3.149  -0.37
6 C -2.595 -0.044 2.890  -0.31
7 N 0.718 0.432 0.461  -0.03
8 N 2.586 -1.117 -0.816  0.12
9 N -2.495 1.636 1.204  0.18
10 N -0.385 1.071 0.154  -0.18
11 O 4.247 -1.950 -2.183  0.18
12 O -4.434 1.454 2.448  0.20
13 S 0.853 -0.355 -2.561  1.07
14 S -1.061 -0.401 2.055  1.10
15 H 3.060 0.024 -3.422  0.12
16 H 2.588 -1.547 -3.903  0.12
17 H -2.214 0.271 3.817  0.08
18 H -2.985 -0.998 3.090  0.08
19 H 2.863 -1.615 0.002  0.17
20 H -2.604 2.410 0.619  0.16
21 H -0.407 1.527 -0.861  0.20

=====

Results for ΔE to the lowest compared entry with this formula, charge and spin: 244.6; 245.5; 426.8; 0.0; 136.6; 0.0 (in kJ/mol, following the order of the records).
Results for strongest force on any atom: 3.826; 3.630; 0.642; 0.351; 3.353; 5.189 (in eV/A, following the order of the records).